# 1
Computed, not measured: a molecular structure, C22H20FeN3S6SbSi at a distorted geometry, with the ωB97M-V functional and the def2-TZVPD basis.

Structure (XYZ):
```
54
Properties=species:S:1:pos:R:3:forces:R:3:mulliken_charge:R:1
Fe -0.2935 -0.6056 0.6041 1.02 0.38 -0.58 0.26
S 2.3432 -1.9067 -0.0600 -0.18 -0.22 0.01 -0.43
C 1.0203 -2.8631 -0.5330 0.23 0.35 0.16 0.15
N -0.2380 -2.4849 -0.4757 0.29 0.20 -0.01 0.44
C -1.1064 -3.4654 -0.8962 -0.16 0.16 -0.11 -0.68
C -2.4887 -3.3264 -0.9944 0.00 -0.05 0.02 0.10
C -3.2352 -4.3959 -1.4488 -0.02 -0.09 0.00 -0.98
C -2.6277 -5.5979 -1.8198 -0.03 0.04 -0.01 -0.42
C -1.2517 -5.7365 -1.7508 -0.01 0.03 0.01 -0.46
C -0.4996 -4.6652 -1.2907 -0.05 -0.05 -0.03 0.69
S 1.2191 -4.5081 -1.1206 0.10 -0.14 -0.04 -0.38
H -2.9522 -2.3869 -0.7298 0.02 0.04 0.00 0.25
H -4.3103 -4.2967 -1.5170 -0.05 0.00 -0.02 0.38
H -3.2316 -6.4235 -2.1735 -0.04 -0.03 -0.01 0.35
H -0.7738 -6.6585 -2.0517 0.04 -0.07 -0.02 0.35
C 0.3153 -0.7179 -5.7276 0.00 -0.06 -0.01 -0.99
Si 0.1230 1.0489 -5.1572 -0.05 -0.03 0.09 0.17
C -1.6120 1.6687 -5.4707 -0.06 0.00 -0.02 -1.05
C 1.2462 2.0946 -6.2575 -0.05 0.00 0.05 -1.17
C 0.7168 1.2622 -3.3975 0.23 0.08 -0.17 0.42
C 1.8183 2.0469 -3.1155 0.01 0.09 0.09 0.08
C 2.2687 2.1946 -1.8080 0.01 0.01 0.02 -1.17
C 1.6188 1.4802 -0.8285 0.31 -0.10 0.08 -0.15
N 0.5836 0.6785 -1.0670 -0.39 -0.32 0.15 0.54
C 0.0888 0.5987 -2.3166 -0.57 -0.06 0.05 -0.55
S -1.3998 -0.2563 -2.6309 0.27 0.00 0.44 -0.37
H -0.0853 -0.8413 -6.7353 -0.01 -0.03 -0.09 0.32
H -0.2108 -1.3956 -5.0582 -0.04 -0.04 0.04 0.29
H 1.3684 -1.0001 -5.7374 0.08 -0.03 -0.02 0.31
H -1.7305 1.8804 -6.5347 -0.06 0.04 -0.12 0.32
H -1.8022 2.5847 -4.9126 -0.01 0.09 0.03 0.34
H -2.3564 0.9400 -5.1588 0.00 -0.03 -0.01 0.29
H 0.9753 1.9384 -7.3015 -0.04 -0.02 -0.12 0.30
H 2.2960 1.8310 -6.1460 0.14 -0.04 0.02 0.30
H 1.1371 3.1575 -6.0439 0.01 0.12 0.02 0.31
H 2.3256 2.5784 -3.9098 0.05 0.02 -0.10 0.31
H 3.1119 2.8226 -1.5555 0.00 0.01 0.00 0.41
H 1.9534 1.5188 0.2006 0.01 0.01 -0.06 0.22
S -3.5172 0.6102 3.4767 0.07 -0.04 -0.12 -0.71
Sb -2.9896 -1.0496 1.9733 -0.40 -0.12 0.26 0.33
S -0.6675 -1.8032 2.4894 -0.32 0.28 -0.02 -0.55
S -2.3659 0.3959 -0.0265 -0.22 -0.22 0.06 -0.44
N 2.3637 4.6563 5.0926 0.05 0.09 0.05 -0.64
C 1.9330 3.8220 4.4261 -0.09 -0.25 -0.14 0.08
C 1.3961 2.7764 3.5915 0.08 0.31 0.17 0.55
C 2.1488 1.6339 3.3223 0.05 0.00 0.03 -0.74
C 1.6195 0.6445 2.5172 0.07 -0.18 -0.11 -0.10
C 0.3506 0.7733 1.9458 -0.23 -0.19 0.08 0.60
C -0.3977 1.9101 2.2407 0.01 0.11 0.01 -0.03
C 0.1194 2.9085 3.0552 -0.08 -0.13 -0.12 -0.99
H 3.1348 1.5244 3.7566 0.01 0.00 0.00 0.41
H 2.2018 -0.2494 2.3178 -0.04 0.04 0.02 0.30
H -1.3999 2.0260 1.8518 0.04 -0.04 0.04 0.41
H -0.4781 3.7808 3.2851 0.01 0.03 0.01 0.40
```
Positions in Å, forces in eV/Å.

## Properties
Expectation value of S² = 6.275
2S+1 = 5
Energy relative to the best compared isomer or geometry (same formula, charge and spin) = 1.7179 eV
LUMO (alpha / beta) = 4.2 / 3.7 eV
HOMO-LUMO gap (alpha / beta) = 5.887 / 5.469 eV
Net charge = -2

# 2
Computed, not measured: C22H20N2O4 in the gas phase at a distorted geometry, with the ωB97M-V functional and the def2-TZVPD basis.

Structure (XYZ):
```
48
Properties=species:S:1:pos:R:3:forces:R:3:mulliken_charge:R:1
O 1.1316 -0.8576 -5.6629 -1.58 -2.23 4.14 -0.60
O 0.7849 -2.4992 -0.4630 -0.33 -0.71 1.67 -0.59
O 0.1966 0.3792 -0.8689 -1.60 -2.00 0.83 -0.70
O -4.3213 0.5540 1.8958 1.55 -1.21 -1.46 -0.65
C 0.9608 -1.3676 -4.4874 0.09 2.75 -2.20 0.12
C 0.7526 -2.1922 -1.6132 -0.75 0.60 -1.17 0.55
C -0.8481 0.1983 -0.2042 0.44 3.28 -0.75 0.36
C -3.3292 0.3946 1.1578 -3.84 -0.19 0.58 0.29
C 2.1370 -1.6378 -3.7077 0.43 -2.24 4.24 -0.31
C 2.0147 -2.0541 -2.3309 1.33 1.80 -5.36 -0.51
C -0.3384 -1.3793 -3.6936 1.16 -2.79 3.11 -0.89
C -0.5323 -1.8670 -2.3508 1.62 2.77 -3.79 0.08
C -2.0558 -0.7121 -0.6058 1.90 -2.47 -1.16 0.06
C -1.8205 -1.7113 -1.6308 1.05 3.72 3.20 0.78
C 4.8700 3.0141 2.5588 1.44 -0.49 3.54 -0.40
C 4.5664 2.5641 1.3009 -0.86 -0.15 0.44 -0.73
C 4.0986 2.7121 3.7258 1.44 1.57 -2.22 -0.53
C 3.3553 1.8919 1.1928 -0.81 0.86 3.41 -0.37
C 2.8799 2.1551 3.6066 -0.41 -1.02 0.32 -0.37
C 2.4922 1.7114 2.3743 0.52 0.17 -2.22 0.23
N -1.0442 1.1608 0.8052 1.17 -1.24 1.46 0.28
N -3.2588 -0.7090 0.2343 5.49 3.69 0.04 0.04
C -2.3657 1.5664 1.1972 0.06 0.68 -0.06 -0.40
C -2.9204 -2.5616 -1.9725 -2.81 -0.07 -1.27 -0.57
C 1.1862 1.0136 2.1975 -1.22 0.09 -1.84 -0.42
C 0.1182 1.8866 1.4820 -1.00 0.87 -0.75 -0.87
C -4.2741 -1.6337 -0.0549 -0.71 -0.82 0.83 -0.78
C -3.7595 -2.8787 -0.7485 0.73 -1.65 1.15 -0.77
H 3.0728 -1.5593 -4.2740 -0.18 0.00 0.69 0.41
H 2.9123 -2.1858 -1.7561 0.14 -0.22 0.24 0.47
H -1.1171 -1.1019 -4.2966 -2.27 0.92 -1.05 0.59
H 5.8612 3.3634 2.8963 -0.38 0.31 -1.05 0.28
H 5.2414 2.7302 0.4708 -0.18 -0.07 -0.06 0.40
H 4.4223 3.0281 4.6796 0.64 0.30 0.81 0.41
H 3.0326 1.6255 0.2491 -0.91 -0.97 -1.72 0.60
H 2.3359 1.9143 4.5083 -0.45 0.06 -0.08 0.36
H -2.6848 2.3982 0.4902 -0.25 -1.02 0.60 0.25
H -2.4456 2.0737 2.2398 0.35 -1.40 -1.68 0.34
H -3.5425 -1.9424 -2.6914 0.24 -0.77 0.51 0.30
H -2.7233 -3.4774 -2.5188 0.63 -0.04 0.02 0.39
H 0.6764 0.5006 3.0275 0.75 0.33 0.07 0.45
H 1.4415 0.3085 1.4426 -0.19 -1.32 -0.44 0.09
H -0.3178 2.5848 2.2255 -0.16 -0.57 -0.33 0.42
H 0.5018 2.5828 0.7182 0.56 -0.55 0.23 0.41
H -4.9789 -1.0751 -0.5989 -1.43 0.19 -1.18 0.35
H -4.7239 -1.8424 0.8957 -0.52 -0.50 0.47 0.48
H -4.5512 -3.6004 -1.0396 0.12 0.77 0.37 0.39
H -3.0896 -3.4666 -0.0025 -1.01 0.98 -1.13 0.28
```
Positions in Å, forces in eV/Å.

## Properties
SMILES = O=C1C=CC(=O)C(C2=C3C(=O)N(CCc4ccccc4)CC(=O)N3CCC2)=C1
2S+1 = 1
Energy relative to the best compared isomer or geometry (same formula, charge and spin) = 5.9995 eV
LUMO = -1.8 eV
HOMO-LUMO gap = 6.850 eV

# 3
Computed, not measured: C22H20N4O4S2 in the gas phase at a distorted geometry, with the ωB97M-V functional and the def2-TZVPD basis.

Structure (XYZ):
```
52
Properties=species:S:1:pos:R:3:forces:R:3:mulliken_charge:R:1
C -0.0421 5.6472 2.7379 0.03 0.00 -0.22 -1.47
H -0.9968 5.2316 2.4229 -0.09 -0.01 0.00 0.36
H -0.1673 6.7120 2.9133 -0.02 0.11 0.04 0.45
H 0.2588 5.1740 3.6684 -0.01 0.00 0.08 0.32
C 1.0177 5.4233 1.6617 0.02 0.46 0.33 0.15
N 1.1201 4.0084 1.3459 0.12 -0.14 0.42 0.21
C 1.4759 3.0389 2.1965 0.14 -0.72 0.19 0.38
C 1.4766 1.7753 1.5717 0.04 0.54 -0.41 0.33
N 1.7874 0.7568 2.3919 -0.01 0.10 0.39 -0.34
N 1.7022 -0.4630 2.1792 0.20 -0.04 1.20 -0.60
C 1.6284 -1.2640 1.0958 0.28 -0.06 -0.84 0.42
O 2.4547 -1.2195 0.1811 -0.17 0.01 0.10 -0.66
C 0.5857 -2.3099 1.2022 -0.13 -0.11 -0.29 0.88
C -0.0054 -2.6138 2.4273 -0.01 -0.01 -0.03 -0.42
C -1.0208 -3.5443 2.5117 -0.06 -0.03 0.08 -0.73
C -1.4598 -4.1927 1.3651 0.04 0.11 0.00 -0.64
C -0.8866 -3.9101 0.1417 0.15 -0.08 0.12 -0.23
C 0.1386 -2.9714 0.0444 -0.27 -0.40 0.78 -0.67
N 0.6705 -2.6754 -1.1990 -0.09 0.29 -0.89 -0.39
S -0.3513 -2.4328 -2.4918 -0.03 0.50 0.22 1.09
O -0.7451 -3.6833 -3.0621 -0.13 -0.12 0.23 -0.66
O 0.2787 -1.4588 -3.3291 0.24 0.12 0.15 -0.65
C -1.8094 -1.7351 -1.7511 0.17 -0.52 -0.45 0.00
C -1.9550 -0.5958 -1.0211 0.21 -0.05 -0.11 0.23
C -3.2865 -0.4045 -0.5954 -0.03 -0.06 -0.01 -0.90
C -4.1112 -1.4026 -1.0130 0.22 -0.37 -0.27 -0.45
S -3.2831 -2.5934 -1.9341 -0.20 0.40 0.25 -0.07
H -5.1629 -1.5041 -0.8338 -0.24 -0.01 0.03 0.47
H -3.6080 0.4364 -0.0081 -0.09 0.13 0.10 0.42
H -1.1470 0.0801 -0.8082 0.12 0.10 0.05 0.44
H 1.4954 -2.0762 -1.1536 -0.04 0.07 -0.23 0.42
H -1.2010 -4.4196 -0.7557 -0.04 -0.12 0.00 0.78
H -2.2469 -4.9290 1.4278 -0.07 -0.07 -0.01 0.43
H -1.4665 -3.7725 3.4678 -0.02 -0.02 0.08 0.41
H 0.3551 -2.1093 3.3113 0.02 0.01 0.03 0.47
C 1.1076 2.0267 0.1922 -0.03 0.08 -0.03 1.37
C 0.9936 1.2482 -0.9523 0.05 0.07 -0.08 -0.58
C 0.6184 1.8465 -2.1415 -0.03 0.00 -0.04 -0.45
C 0.3660 3.2109 -2.2058 0.01 0.01 -0.04 -0.83
C 0.5111 4.0174 -1.0890 0.01 0.14 0.11 -1.12
C 0.8857 3.4207 0.1013 -0.06 -0.61 -0.46 -0.04
H 0.3411 5.0807 -1.1631 -0.02 0.09 0.00 0.35
H 0.0705 3.6560 -3.1434 -0.02 0.05 -0.08 0.41
H 0.5253 1.2298 -3.0224 -0.02 -0.04 -0.10 0.54
H 1.2351 0.1999 -0.9452 -0.02 -0.03 0.06 0.71
O 1.7700 3.2514 3.4747 -0.10 0.39 -0.29 -0.54
H 2.0052 2.3808 3.8460 -0.04 -0.13 -0.14 0.40
C 2.3807 5.9641 2.0872 -0.13 -0.02 -0.17 -1.46
H 2.3179 7.0372 2.2439 0.01 0.12 0.03 0.45
H 2.7007 5.4947 3.0133 0.05 0.00 0.07 0.32
H 3.1233 5.7672 1.3172 0.09 0.01 -0.04 0.36
H 0.7050 5.9231 0.7409 0.05 -0.13 0.11 0.34
```
Positions in Å, forces in eV/Å.

## Properties
SMILES = CC(C)n1c(O)c(/N=N\C(=O)c2ccccc2NS(=O)(=O)c2cccs2)c2ccccc21
2S+1 = 1
Energy relative to the best compared isomer or geometry (same formula, charge and spin) = 3.2925 eV
LUMO = -0.5 eV
HOMO-LUMO gap = 7.855 eV

# 4
Computed, not measured: a molecular structure, C22H21AgF8OSbTe, with the ωB97M-V functional and the def2-TZVPD basis.

Structure (XYZ):
```
55
Properties=species:S:1:pos:R:3:forces:R:3:mulliken_charge:R:1
Ag -0.3948 -0.3419 0.6332 -0.02 0.05 -0.05 0.16
F -0.5445 -1.1548 4.7567 -0.01 0.02 -0.02 -0.45
Te 0.9572 -1.4132 3.6301 0.00 0.19 -0.09 1.28
F 1.8068 -0.1436 4.8848 0.00 0.00 -0.02 -0.57
F 2.3427 -1.8608 0.5772 0.03 0.01 -0.02 -0.71
F -0.3137 -2.5434 2.6019 -0.02 0.00 -0.03 -0.58
F 3.5030 -0.9824 2.5905 0.04 -0.05 0.02 -0.66
O 0.7211 -0.0751 2.4226 0.06 -0.28 0.18 -0.71
C 5.0899 -3.1230 1.7676 0.00 -0.01 -0.02 -1.50
C 5.9123 -2.1498 0.9641 0.00 0.00 0.01 0.60
C 7.2378 -2.4837 0.6862 0.01 -0.01 0.00 -0.67
C 8.0655 -1.6632 -0.0622 0.00 0.01 0.00 -0.66
C 7.5695 -0.4790 -0.5804 0.00 -0.01 0.01 -0.92
C 6.2511 -0.1329 -0.3282 0.00 0.00 0.00 -0.41
C 5.4249 -0.9369 0.4540 -0.01 0.01 0.03 0.70
Sb 3.4231 -0.2783 0.7347 -0.15 0.03 0.03 2.72
C 2.9261 1.5983 1.5780 0.10 0.04 -0.05 1.45
C 1.8983 2.2706 0.9254 -0.05 0.00 0.00 -1.10
C 1.4295 3.4781 1.4113 0.01 0.00 0.01 -0.96
C 2.0135 4.0223 2.5455 0.00 -0.01 0.01 -0.74
C 3.0470 3.3555 3.1815 0.00 0.01 -0.01 -0.69
C 3.5209 2.1264 2.7230 0.02 0.01 0.02 0.63
C 4.6061 1.4358 3.5024 0.00 0.00 -0.01 -1.49
C 2.9417 0.1840 -1.3209 0.01 0.03 -0.01 0.39
C 2.1826 -0.7469 -2.0310 0.00 0.00 0.01 -0.86
C 1.8740 -0.5542 -3.3676 0.00 -0.01 0.01 -0.61
C 2.3388 0.5743 -4.0196 0.00 0.00 0.00 -0.73
C 3.0896 1.5056 -3.3233 -0.02 0.01 0.00 -0.71
C 3.3918 1.3429 -1.9721 -0.01 -0.01 -0.01 1.47
C 4.1464 2.4774 -1.3157 0.01 0.00 0.02 -2.08
H 5.5614 -4.1057 1.7441 0.00 0.00 0.01 0.46
H 4.0758 -3.2123 1.3833 0.00 -0.01 0.01 0.23
H 5.0041 -2.7971 2.8033 0.01 0.01 0.00 0.21
H 7.6216 -3.4240 1.0653 0.00 0.00 0.00 0.36
H 9.0899 -1.9589 -0.2522 0.00 0.00 0.00 0.37
H 8.1924 0.1666 -1.1858 0.00 0.00 0.00 0.44
H 5.8670 0.7757 -0.7692 0.01 -0.01 0.01 0.19
H 1.4386 1.8460 0.0386 0.00 -0.01 0.01 0.37
H 0.6102 3.9789 0.9122 0.00 0.00 0.00 0.47
H 1.6590 4.9660 2.9414 0.00 0.00 0.00 0.39
H 3.4960 3.7842 4.0702 0.00 0.00 0.00 0.40
H 5.2044 2.1710 4.0420 0.00 0.00 0.01 0.54
H 5.2724 0.8515 2.8661 0.00 0.02 0.00 0.17
H 4.1529 0.7491 4.2180 0.00 0.00 0.00 0.19
H 1.8013 -1.6210 -1.5254 0.00 -0.01 0.00 0.53
H 1.2480 -1.2727 -3.8792 0.00 0.00 0.00 0.38
H 2.1026 0.7421 -5.0631 0.00 0.00 0.00 0.37
H 3.4399 2.3991 -3.8298 0.00 0.00 0.00 0.41
H 4.9627 2.8072 -1.9615 0.01 0.00 0.00 0.58
H 4.5622 2.2381 -0.3393 -0.02 0.00 -0.01 0.19
H 3.4819 3.3288 -1.1550 0.00 0.00 -0.01 0.42
F -2.6571 -0.0665 -1.2805 0.00 0.01 0.00 -0.26
C -1.2828 -0.1713 -1.2656 -0.03 -0.01 -0.02 0.49
F -0.8764 0.9378 -1.9923 0.00 -0.02 0.02 -0.24
F -1.0400 -1.2176 -2.1378 -0.01 -0.01 -0.02 -0.26
```
Positions in Å, forces in eV/Å.

## Properties
2S+1 = 1
Energy relative to the best compared isomer or geometry (same formula, charge and spin) = 0.0000 eV
LUMO = 2.5 eV
HOMO-LUMO gap = 7.923 eV
Net charge = -1